C2H8NO2P | ωB97M-V/def2-TZVPD

Structure (XYZ):
```
14
Properties=species:S:1:pos:R:3
H -2.18841 -0.04774 -0.29379
N -1.58841 -0.34724 0.39067
P -0.10832 -0.47133 -0.17013
O 0.65568 -1.31839 1.00908
C -0.14859 -1.79781 2.10158
H -1.20045 -2.06848 1.76351
H -0.33164 -1.05185 2.82552
H 0.43783 -2.51576 2.54202
H -1.00926 4.25962 3.77511
H -1.05815 3.98710 3.05383
C -0.09223 -0.33961 -4.75510
O -0.86412 0.08669 -3.96246
H 0.72037 0.38751 -5.42492
H 0.00261 -1.41238 -5.01740
```

HOMO energy ... -9.8 eV
Gap between HOMO and LUMO ... 10.20 eV
Charge ... 0
E_LUMO ... 0.0146 Ha
Structure (SMILES) ... [H]/N=P/OC.[H][H].C=O

Listed below, in e, are the Löwdin charges computed for each atom: -0.095 -0.259 0.842 -0.486 -0.175 0.081 0.061 0.050 0.000 0.000 -0.192 -0.026 0.130 0.069

---

C33H44F9O13P | ωB97M-V/def2-TZVPD

Structure (XYZ):
```
100
Properties=species:S:1:pos:R:3
C -1.96963 2.07352 4.65392
C -2.25592 0.57588 4.77833
C -1.44841 -0.34588 3.81804
C -0.91235 0.35061 2.59528
C -1.74034 0.43490 1.47972
C -1.33501 1.10172 0.34279
C -0.07608 1.70908 0.27910
C 0.77059 1.59543 1.38615
O 2.02456 2.16077 1.37852
C 0.36542 0.92198 2.54574
C 1.32341 0.82837 3.70390
C 0.30334 2.44090 -0.95639
O 1.27171 3.17731 -1.03243
C -0.53882 2.24429 -2.17653
C 0.07842 2.77602 -3.44029
P -0.38566 4.51598 -3.70254
O -1.46188 4.67753 -4.68007
O -0.78006 5.08604 -2.26030
O 0.97334 5.27344 -4.10494
C -1.73833 1.64456 -2.12833
C -2.61052 1.41299 -3.32881
C -2.42584 -0.00974 -3.92481
C -1.74199 -0.01580 -5.30521
C -0.41224 -0.79018 -5.37977
C 0.54429 -0.60825 -4.20207
O 1.74715 0.02946 -4.64440
C 2.72126 0.11120 -3.62988
C -2.26714 1.15642 -0.82055
O -3.41780 0.78693 -0.71595
H -2.28070 2.47654 3.68934
H -2.50762 2.62309 5.42790
H -0.90770 2.28192 4.79204
H -1.98747 0.29434 5.79678
H -3.32460 0.41199 4.65948
H -0.65919 -0.84404 4.37606
H -2.14027 -1.11205 3.46390
H -2.72307 -0.01646 1.52123
H 2.62646 1.58720 0.89158
H 1.24034 -0.12958 4.21357
H 1.13803 1.62177 4.43012
H 2.34898 0.94953 3.36503
H 1.16166 2.69509 -3.35720
H -0.24214 2.21138 -4.31249
H -0.09074 5.63890 -1.87472
H 1.73767 4.82584 -3.71905
H -3.64273 1.55069 -3.00909
H -2.41245 2.18918 -4.06772
H -3.42048 -0.44856 -3.99320
H -1.86882 -0.62470 -3.21574
H -1.58961 0.99561 -5.68369
H -2.42102 -0.49599 -6.01367
H 0.12624 -0.42910 -6.26004
H -0.57493 -1.85395 -5.55059
H 0.12762 -0.00654 -3.38811
H 0.81977 -1.58470 -3.81486
H 2.50905 -0.56707 -2.79698
H 2.79000 1.12647 -3.21958
H 3.69329 -0.15674 -4.04632
C -8.32562 -1.68998 7.42566
C -7.54328 -2.91333 7.00410
O -6.16248 -2.58539 6.73474
C -5.36989 -2.49816 7.79041
O -5.66401 -2.66132 8.93599
C -3.93259 -2.18222 7.32840
F -3.91704 -1.21560 6.40373
F -3.37477 -3.27716 6.79344
F -3.18545 -1.79170 8.35414
H -8.23868 -0.90469 6.67452
H -9.37768 -1.94559 7.54608
H -7.95610 -1.29526 8.37134
H -7.92248 -3.31534 6.06752
H -7.58855 -3.70091 7.75493
C 4.22808 3.42014 -1.50368
C 5.46250 4.08267 -0.93613
O 6.41495 3.09814 -0.47723
C 7.18434 2.55703 -1.40787
O 7.18271 2.79324 -2.57851
C 8.16024 1.55696 -0.75240
F 7.53085 0.77320 0.13048
F 9.12546 2.22287 -0.10691
F 8.72292 0.78447 -1.67318
H 3.78638 2.74737 -0.77380
H 3.48475 4.16894 -1.76567
H 4.47664 2.84312 -2.39599
H 5.21667 4.66965 -0.05419
H 5.93967 4.74292 -1.65928
C 3.61652 -6.68374 -1.57692
C 2.27540 -6.07499 -1.23462
O 1.89718 -5.06557 -2.19655
C 1.35878 -5.50986 -3.32089
O 1.14765 -6.64360 -3.62826
C 0.97964 -4.31343 -4.21525
F 1.96370 -3.40464 -4.26300
F -0.12230 -3.71290 -3.73176
F 0.72083 -4.70903 -5.45410
H 4.37665 -5.90714 -1.66386
H 3.91645 -7.38300 -0.79733
H 3.57288 -7.22068 -2.52367
H 2.31586 -5.55171 -0.28209
H 1.49220 -6.82934 -1.17455
```

HOMO energy ... -9.5 eV
Gap between HOMO and LUMO ... 8.26 eV
Charge ... 0
E_LUMO ... -0.0447 Ha
Structure (SMILES) ... CCCc1cc2c(c(O)c1C)C(=O)C(CP(=O)(O)O)=C(CCCCCOC)C2=O.CCOC(=O)C(F)(F)F.CCOC(=O)C(F)(F)F.CCOC(=O)C(F)(F)F

Atomic partial charges in e from the Löwdin method, atoms 1 to 99: -0.094 -0.228 -0.133 -0.170 0.046 -0.068 -0.002 -0.185 0.043 -0.131 -0.011 -0.252 0.077 -0.135 -0.142 0.446 -0.254 -0.104 -0.114 -0.087 -0.113 -0.153 -0.177 -0.145 -0.224 -0.184 -0.106 -0.266 0.124 0.077 0.074 0.059 0.095 0.095 0.100 0.112 0.133 0.114 0.078 0.086 0.078 0.083 0.093 0.089 0.068 0.119 0.101 0.110 0.108 0.104 0.108 0.119 0.099 0.101 0.083 0.090 0.061 0.092 -0.059 -0.191 0.033 -0.405 0.175 -0.543 0.155 0.168 0.177 0.084 0.084 0.079 0.125 0.126 -0.059 -0.177 0.035 -0.405 0.173 -0.552 0.164 0.169 0.176 0.062 0.071 0.077 0.129 0.127 -0.058 -0.192 0.032 -0.403 0.178 -0.539 0.159 0.156 0.183 0.084 0.084 0.079 0.125

---

C16H23GaN6O7 | ωB97M-V/def2-TZVPD

Structure (XYZ):
```
53
Properties=species:S:1:pos:R:3
Ga -0.00872 1.33865 -0.26731
O 5.67238 0.29480 1.20995
C 4.39047 0.46313 0.92799
C 3.36140 -0.22737 1.60715
C 2.07582 0.03951 1.22290
N 1.81379 0.91978 0.26320
C 2.76447 1.55555 -0.41818
C 4.08803 1.35964 -0.11023
C 2.18480 2.41577 -1.54065
O 2.89152 3.07868 -2.23692
O 0.86385 2.29041 -1.64107
C 0.80111 -0.58115 1.71717
O 0.70144 -1.37848 2.63886
O -0.25172 -0.19917 1.05693
H 5.82324 -0.34204 1.92098
H 3.58048 -0.94743 2.38469
H 4.87881 1.86085 -0.65133
O -2.04188 -1.54697 2.66554
N -1.27219 -1.90128 2.01325
C -5.69508 1.02876 -3.54855
C -4.51171 1.22580 -4.48981
C -3.89879 2.61590 -4.34221
C -3.46193 0.12687 -4.34101
N -2.74623 0.19455 -3.04545
C -1.64780 0.85194 -2.73045
N -1.43502 0.65430 -1.44070
N -2.43366 -0.14094 -0.97872
N -3.22044 -0.41464 -1.93667
H -6.44063 1.80481 -3.71857
H -5.39282 1.09191 -2.50032
H -6.17716 0.06288 -3.70287
H -4.86369 1.11354 -5.51890
H -3.62076 2.82133 -3.30249
H -4.62112 3.37910 -4.62849
H -3.01798 2.74900 -4.97608
H -2.69745 0.20720 -5.11246
H -3.90828 -0.86415 -4.38097
H -1.03170 1.43694 -3.39531
C -1.25482 4.51427 -0.86880
C -1.84392 3.66143 0.22522
O -0.89030 2.66952 0.77205
C -0.38384 2.95429 2.12481
C 0.62194 4.07768 2.12635
H -1.99862 5.26247 -1.14642
H -1.00277 3.93704 -1.75634
H -0.35666 5.03418 -0.53986
H -2.69846 3.08079 -0.12062
H -2.16318 4.25692 1.07773
H 0.04945 2.01834 2.47354
H -1.25175 3.17159 2.74486
H 0.97333 4.23204 3.14706
H 0.18379 5.01416 1.78407
H 1.48482 3.84471 1.49969
```

HOMO energy ... -15.9 eV
Gap between HOMO and LUMO ... 7.90 eV
Charge ... +2
E_LUMO ... -0.2958 Ha

Listed below, in e, are the Löwdin charges computed for each atom: 0.434 0.156 -0.234 0.129 -0.125 0.107 -0.101 0.141 -0.486 0.178 -0.026 -0.483 0.111 -0.063 0.147 0.151 0.159 0.372 0.349 -0.064 -0.404 -0.066 -0.071 -0.043 -0.047 0.018 0.055 0.128 0.091 0.069 0.089 0.150 0.068 0.094 0.087 0.140 0.139 0.169 -0.038 -0.155 -0.194 -0.167 -0.026 0.105 0.067 0.091 0.126 0.136 0.114 0.141 0.105 0.090 0.087

---

C2H4F2S | ωB97M-V/def2-TZVPD

Structure (XYZ):
```
9
Properties=species:S:1:pos:R:3
F -2.18456 -0.49696 -0.33615
C -0.91087 0.16696 -0.39855
F -1.14684 1.39544 0.06058
C 0.25673 -0.51897 0.48742
S 1.84320 0.13711 -0.34495
H -0.42860 0.03104 -1.42595
H 0.36162 -1.59128 0.14474
H 0.23847 -0.47414 1.53586
H 1.97085 1.35081 0.27699
```

HOMO energy ... -9.8 eV
Gap between HOMO and LUMO ... 10.57 eV
Charge ... 0
E_LUMO ... 0.0283 Ha
Structure (SMILES) ... FC(F)CS

Listed below, in e, are the Löwdin charges computed for each atom: -0.025 -0.423 0.060 -0.391 0.666 0.122 0.078 0.048 -0.135